No. 1
Entry from the Open Molecules 2025 dataset: a cluster of 3 separate species, C15H20O8S in total in a non-equilibrium geometry (ωB97M-V/def2-TZVPD).

## Properties
Spin multiplicity: 1
Total charge: 0
E (eV): -43091.175
E_HOMO (eV): -9.23
SMILES: C#CC1=C(CCCS(=O)(=O)O)C(=O)OC1=O.CC(C)=O.CC(C)=O
LUMO (eV): -1.28

Geometry (Å):
C 2.158 -1.056 4.254
C 2.566 -0.953 3.129
C 2.906 -0.367 1.851
C 2.384 0.725 1.274
C 1.265 1.624 1.799
C 0.060 0.694 2.211
C -1.316 1.174 1.658
S -2.134 -0.061 0.624
O -1.772 0.232 -0.736
O -1.765 -1.407 0.941
O -3.740 0.021 0.820
C 3.153 0.876 -0.025
O 2.983 1.594 -0.949
O 4.269 0.004 -0.030
C 3.966 -0.942 0.910
O 4.362 -2.051 1.033
H 1.598 -1.368 5.118
H 1.616 2.192 2.672
H 0.921 2.280 0.985
H 0.034 0.635 3.304
H 0.238 -0.314 1.811
H -1.973 1.342 2.532
H -1.222 2.150 1.161
H -4.027 0.945 0.719
C -8.537 -1.194 -0.952
C -7.685 -0.605 0.144
C -6.639 -1.497 0.761
O -7.834 0.539 0.514
H -9.243 -0.443 -1.303
H -7.907 -1.502 -1.788
H -9.095 -2.051 -0.571
H -5.927 -1.816 -0.001
H -7.113 -2.368 1.219
H -6.104 -0.945 1.531
C 4.755 0.201 -3.208
C 5.840 0.242 -4.253
C 7.217 0.661 -3.798
O 5.620 -0.047 -5.407
H 3.820 -0.114 -3.671
H 5.018 -0.511 -2.427
H 4.614 1.192 -2.777
H 7.586 -0.033 -3.041
H 7.183 1.673 -3.392
H 7.898 0.646 -4.648

No. 2
Entry from the Open Molecules 2025 dataset: a structure of composition C15H21AlN2O2 in a non-equilibrium geometry (ωB97M-V/def2-TZVPD).

## Properties
Spin multiplicity: 1
Energy above the lowest of the compared OMol25 structures with the same formula, charge and spin (kJ/mol): 0.00
Total charge: -2
E (eV): -29562.620
E_HOMO (eV): 2.64
LUMO (eV): 4.94

Geometry (Å):
Al -0.625 -1.137 0.486
C -3.261 -2.074 3.552
C -2.096 -1.780 2.657
N -2.259 -1.366 1.334
O -3.625 -1.171 0.868
C -0.794 -1.940 3.026
C -0.391 -2.347 4.417
N 0.168 -1.718 2.058
O 1.478 -1.881 2.396
H -4.186 -1.777 3.064
H -3.181 -1.536 4.503
H -3.329 -3.145 3.790
H -3.435 -0.979 -0.056
H -0.826 -1.688 5.178
H 0.696 -2.275 4.454
H -0.692 -3.377 4.647
C -0.798 -1.486 -1.468
H -0.367 -1.959 -2.362
H -1.875 -1.385 -1.702
C 1.723 -0.540 -2.709
C 1.193 0.299 -1.529
C 2.079 -0.064 -0.335
C -0.286 0.010 -1.161
C 1.256 1.777 -1.865
C 1.049 2.730 -0.861
C 1.010 4.100 -1.151
C 1.169 4.546 -2.449
C 1.367 3.620 -3.462
C 1.419 2.250 -3.162
H 1.799 -1.583 -2.407
H 2.721 -0.198 -2.996
H 1.071 -0.483 -3.580
H 1.872 -1.095 -0.051
H 1.847 0.542 0.535
H 3.143 0.038 -0.567
H -0.902 0.734 -1.731
H 0.872 2.403 0.151
H 0.831 4.808 -0.347
H 1.125 5.607 -2.682
H 1.454 3.944 -4.495
H 1.587 1.576 -3.987

No. 3
Entry from the Open Molecules 2025 dataset: a structure of composition C15H21Br18F9IO4PS in a non-equilibrium geometry (ωB97M-V/def2-TZVPD).

## Properties
Spin multiplicity: 1
Energy above the lowest of the compared OMol25 structures with the same formula, charge and spin (kJ/mol): 0.00
Total charge: 0
E (eV): -1337531.459
E_HOMO (eV): -10.04
LUMO (eV): -1.69

Geometry (Å):
C 7.600 1.846 -1.373
C 6.130 1.693 -0.969
C 5.692 0.251 -1.134
O 4.235 0.197 -1.124
P 3.519 -1.064 -1.741
O 4.249 -2.337 -1.682
O 3.141 -0.680 -3.252
I 3.431 1.132 -4.032
O 2.138 -1.090 -0.985
C 1.169 -0.023 -1.124
C -0.203 -0.549 -0.736
C -1.072 -1.008 -1.927
C -2.352 -0.200 -2.124
C -3.511 -0.621 -1.222
F -4.520 -1.172 -1.935
F -3.124 -1.577 -0.328
C -4.071 0.526 -0.315
F -3.059 1.205 0.174
F -4.722 0.003 0.697
S -5.280 1.740 -1.159
F -4.665 1.383 -2.588
F -6.322 0.561 -1.293
F -5.886 2.149 0.248
F -4.250 2.947 -1.051
F -6.303 2.704 -1.869
H 8.255 1.302 -0.682
H 7.905 2.893 -1.358
H 7.772 1.452 -2.377
H 5.502 2.342 -1.581
H 6.024 1.988 0.079
H 6.072 -0.156 -2.075
H 6.050 -0.365 -0.307
H 1.481 0.810 -0.489
H 1.173 0.330 -2.159
H -0.714 0.273 -0.227
H -0.083 -1.346 -0.002
H -1.280 -2.076 -1.878
H -0.487 -0.856 -2.840
H -2.703 -0.304 -3.151
H -2.146 0.855 -1.955
C 5.731 -3.347 0.898
Br 4.939 -2.050 2.074
Br 7.642 -3.133 0.782
Br 5.255 -5.134 1.418
H 5.330 -3.165 -0.091
C -2.168 2.426 -5.615
Br -1.435 3.222 -7.199
Br -3.306 0.934 -6.024
Br -0.784 1.922 -4.374
H -2.777 3.173 -5.126
C 2.153 -5.215 4.031
Br 1.449 -3.884 2.837
Br 3.576 -4.507 5.107
Br 0.771 -6.007 5.108
H 2.574 -6.000 3.419
C -9.527 2.079 1.431
Br -10.328 3.823 1.530
Br -10.504 0.797 2.476
Br -9.309 1.497 -0.385
H -8.539 2.156 1.861
C -10.137 1.078 6.666
Br -9.800 0.886 8.547
Br -12.018 1.057 6.276
Br -9.289 2.646 5.952
H -9.698 0.224 6.171
C 9.116 -0.230 3.152
Br 8.253 -0.818 4.762
Br 7.923 0.796 2.049
Br 10.739 0.730 3.518
H 9.381 -1.115 2.590

No. 4
Entry from the Open Molecules 2025 dataset: a structure of composition C15H21Br2CaCl2N2O4P in a non-equilibrium geometry (ωB97M-V/def2-TZVPD).

## Properties
Spin multiplicity: 1
Energy above the lowest of the compared OMol25 structures with the same formula, charge and spin (kJ/mol): 0.00
Total charge: +2
E (eV): -219905.537
E_HOMO (eV): -13.64
LUMO (eV): -9.30

Geometry (Å):
C 0.442 -2.801 -0.435
C 0.452 -2.062 0.918
C 0.523 -0.517 0.867
C 1.986 -0.010 0.658
C 2.938 -0.838 -0.212
C 4.388 -0.563 0.207
Br 2.835 -0.377 -2.108
C 0.233 -0.138 2.359
O 0.665 -0.718 3.306
N -0.634 0.959 2.459
C -0.997 1.376 1.151
O -2.430 1.752 1.111
C -2.935 2.104 0.000
N -3.342 2.356 -1.052
P -0.070 3.149 0.918
O 1.215 2.725 1.809
Br -1.313 4.288 2.418
C -0.681 0.242 0.133
C -0.304 0.748 -1.266
O 0.518 1.856 -1.126
C 0.754 2.558 -2.350
C -1.905 -0.667 0.146
Cl -2.753 -0.960 1.624
C -2.486 -1.274 -0.907
C -3.757 -2.065 -0.735
Cl -1.925 -1.264 -2.558
H 1.229 -3.555 -0.454
H 0.637 -2.146 -1.285
H -0.490 -3.347 -0.604
H 1.358 -2.350 1.450
H -0.356 -2.391 1.571
H 2.448 -0.033 1.648
H 2.034 1.023 0.334
H 2.792 -1.907 -0.097
H 4.488 -0.629 1.291
H 5.025 -1.337 -0.224
H 4.743 0.392 -0.175
H -1.384 0.832 3.128
H 1.657 3.535 2.111
H 0.207 -0.047 -1.814
H -1.205 0.998 -1.839
H -0.004 3.333 -2.478
H 0.789 1.870 -3.195
H 1.728 3.037 -2.268
H -4.188 -2.315 -1.718
H -4.489 -1.515 -0.128
H -3.550 -3.039 -0.285
Ca -4.888 -0.265 -2.302

No. 5
Entry from the Open Molecules 2025 dataset: the molecule C15H21Cl2N3O2 (ωB97M-V/def2-TZVPD).

## Properties
Spin multiplicity: 1
Energy above the lowest of the compared OMol25 structures with the same formula, charge and spin (kJ/mol): 18.65
Total charge: 0
E (eV): -49508.471
E_HOMO (eV): -8.95
SMILES: CC(C)C[C@H](NC(N)=O)C(=O)NCCc1ccc(Cl)cc1Cl
LUMO (eV): 0.58

Geometry (Å):
C -4.966 -0.015 0.394
C -4.060 -1.208 0.689
C -4.842 -2.510 0.532
C -2.830 -1.236 -0.224
C -1.873 -0.062 -0.034
N -2.320 1.105 -0.773
C -1.989 2.370 -0.412
N -2.484 3.349 -1.229
O -1.285 2.625 0.552
C -0.436 -0.447 -0.460
O -0.163 -1.493 -1.013
N 0.459 0.507 -0.158
C 1.864 0.377 -0.447
C 2.675 0.116 0.835
C 4.127 -0.052 0.510
C 4.664 -1.317 0.303
C 5.994 -1.501 -0.027
C 6.816 -0.393 -0.157
Cl 8.480 -0.596 -0.563
C 6.316 0.885 0.035
C 4.978 1.041 0.360
Cl 4.381 2.648 0.584
H -5.847 -0.048 1.032
H -4.450 0.923 0.579
H -5.297 -0.036 -0.642
H -3.716 -1.133 1.727
H -4.214 -3.366 0.768
H -5.702 -2.522 1.198
H -5.198 -2.619 -0.490
H -2.264 -2.149 -0.032
H -3.146 -1.274 -1.269
H -1.831 0.231 1.023
H -2.744 0.935 -1.670
H -3.247 3.162 -1.855
H -2.379 4.294 -0.902
H 0.138 1.343 0.323
H 1.980 -0.465 -1.134
H 2.222 1.290 -0.931
H 2.533 0.955 1.518
H 2.293 -0.790 1.307
H 4.020 -2.178 0.404
H 6.392 -2.491 -0.181
H 6.956 1.746 -0.070

No. 6
Entry from the Open Molecules 2025 dataset: a cluster of 5 separate species, C15H21Cl4N3O in total in a non-equilibrium geometry (ωB97M-V/def2-TZVPD).

## Properties
Spin multiplicity: 1
Energy above the lowest of the compared OMol25 structures with the same formula, charge and spin (kJ/mol): 0.00
Total charge: 0
E (eV): -72501.692
E_HOMO (eV): -8.17
SMILES: ClC(Cl)(Cl)Cl.c1cc[nH]c1.c1cc[nH]c1.c1cc[nH]c1.CCO
LUMO (eV): 0.23

Geometry (Å):
Cl -0.792 0.026 2.013
C -1.718 0.138 3.519
Cl -1.569 -1.403 4.379
Cl -1.073 1.431 4.528
Cl -3.385 0.457 3.104
C -3.022 0.611 -0.641
C -3.727 -0.474 -1.253
C -3.445 -0.451 -2.578
N -2.624 0.623 -2.797
C -2.374 1.295 -1.627
H -3.094 0.923 0.389
H -4.326 -1.213 -0.750
H -3.678 -1.122 -3.385
H -2.226 0.875 -3.680
H -1.789 2.196 -1.618
C 3.114 -1.599 1.842
C 2.366 -2.289 2.840
C 1.970 -1.362 3.751
N 2.481 -0.159 3.362
C 3.162 -0.288 2.200
H 3.495 -1.977 0.909
H 2.166 -3.347 2.794
H 1.350 -1.422 4.624
H 2.309 0.689 3.863
H 3.631 0.560 1.735
C 1.767 3.533 -2.142
C 1.654 3.246 -0.752
C 1.129 1.980 -0.646
N 0.917 1.508 -1.902
C 1.258 2.469 -2.817
H 2.107 4.438 -2.622
H 1.963 3.913 0.033
H 0.991 1.431 0.270
H 0.473 0.626 -2.138
H 1.086 2.332 -3.868
C 0.582 -2.816 -1.207
C -0.320 -1.637 -0.968
O -0.707 -1.003 -2.185
H 0.130 -3.535 -1.896
H 0.790 -3.307 -0.258
H 1.534 -2.519 -1.655
H 0.211 -0.886 -0.359
H -1.206 -1.915 -0.389
H -1.560 -0.576 -2.022

What is the formula in the first record? C15H20O8S

Among the records above, which one has the highest total charge? C15H21Br2CaCl2N2O4P

spin multiplicity of number 1 (C15H20O8S)? 1